[1]
DFT (ωB97M-V with the def2-TZVPD basis set) results for C22H30IN4O4Pb as an isolated structure.

Last column: Löwdin charge in e.
Cartesian coordinates (Å):
Pb 0.7730 -0.3325 0.5428  1.478
C -3.9165 -0.4301 -0.5224  0.015
C -3.4916 0.9608 -0.7831  -0.179
N -4.3992 1.8868 -0.9887  0.177
C -3.9890 3.1378 -1.2219  0.032
C -2.6355 3.5909 -1.2631  -0.064
C -2.4303 5.0774 -1.4847  -0.163
O -1.3767 5.3730 -2.3801  -0.045
C -1.6295 2.6590 -1.0534  -0.031
C -0.2561 3.0903 -1.1714  0.022
N 0.7996 2.4350 -0.7770  0.080
C 1.9949 3.0517 -0.6788  -0.271
C 2.1125 4.4161 -0.2503  0.040
C 3.3322 5.0107 -0.1716  0.015
C 4.4991 4.2715 -0.4905  0.064
C 4.4297 2.9224 -0.8775  -0.097
C 3.2093 2.3104 -0.9506  -0.592
I 3.1328 0.3346 -1.5473  1.142
C -2.0353 1.2760 -0.7955  -0.237
O -1.2400 0.3311 -0.6313  -0.142
H -5.0001 -0.4807 -0.4845  0.108
H -3.4887 -0.7962 0.4138  0.102
H -3.5465 -1.0854 -1.3169  0.104
H -4.7826 3.8520 -1.4173  0.146
H -2.2000 5.5309 -0.5152  0.151
H -3.3713 5.5181 -1.8126  0.140
H -1.7314 5.6748 -3.2224  0.125
H -0.1242 4.0464 -1.6758  0.131
H 1.2150 4.9632 0.0089  0.136
H 3.4195 6.0456 0.1318  0.141
H 5.4690 4.7498 -0.4274  0.145
H 5.3396 2.3878 -1.1143  0.121
C -0.4298 1.9543 3.2914  -0.073
C -0.4918 0.5396 3.8099  -0.254
O 0.5484 -0.2308 3.1376  -0.247
H -1.2149 2.5534 3.7521  0.099
H -0.5847 1.9857 2.2039  0.042
H 0.5317 2.4126 3.5223  0.092
H -1.4622 0.0819 3.6128  0.122
H -0.3087 0.5070 4.8826  0.134
H 0.7051 -1.0413 3.6408  0.108
C -1.3269 -3.5007 -1.3183  -0.004
N -0.2449 -4.2910 -0.7442  -0.055
C -0.2864 -5.7309 -1.0563  -0.116
C 0.3986 -6.5178 0.0368  -0.130
C 1.7885 -5.9547 0.2230  -0.115
N 1.7130 -4.5056 0.4830  -0.055
C 2.8108 -3.9554 1.2707  0.002
C 0.7323 -3.7526 -0.0143  -0.409
O 0.7278 -2.4738 0.2172  -0.314
H -2.2830 -3.8678 -0.9447  0.107
H -1.3205 -3.5983 -2.4047  0.112
H -1.2211 -2.4543 -1.0573  0.054
H 0.1976 -5.9034 -2.0204  0.143
H -1.3329 -6.0113 -1.1592  0.135
H 0.4555 -7.5687 -0.2402  0.137
H -0.1665 -6.4454 0.9678  0.134
H 2.4008 -6.1309 -0.6645  0.143
H 2.2980 -6.4107 1.0693  0.135
H 2.8913 -4.5030 2.2087  0.108
H 2.6391 -2.9085 1.4913  0.065
H 3.7539 -4.0569 0.7318  0.110

Properties
LUMO (spin up / spin down) ... -12.19 / -11.21 eV
HOMO-LUMO gap (spin up / spin down) ... 4.4 / 5.4 eV
2S+1 ... 1
Charge ... +3

[2]
DFT (ωB97M-V with the def2-TZVPD basis set) results for one molecule with the formula C22H30N2O4 in a non-equilibrium geometry.

Last column: Löwdin charge in e.
Cartesian coordinates (Å):
C 7.1150 0.1174 -2.8629  -0.115
O 6.4457 0.6633 -1.7593  -0.210
C 7.3139 1.0013 -0.6987  -0.240
C 6.5224 1.6119 0.4551  -0.167
C 5.7914 0.5813 1.3167  -0.171
H 5.3788 1.0881 2.1924  0.118
C 4.6639 -0.1610 0.5933  -0.338
C 3.4600 0.7445 0.3280  -0.124
H 3.7452 1.5703 -0.3221  0.115
H 3.0870 1.1542 1.2686  0.128
C 2.3370 -0.0419 -0.3493  -0.141
N 1.9628 -1.1749 0.4624  -0.040
C 0.7945 -1.3800 1.0956  -0.396
O 0.5873 -2.3565 1.8014  0.063
C -0.3121 -0.4022 0.9033  -0.171
N -0.1896 0.8969 0.7759  0.109
O -1.4340 1.4213 0.7271  0.035
C -2.3369 0.4325 0.8331  -0.210
C -1.6853 -0.7596 0.9544  0.081
H -2.0928 -1.7408 1.0612  0.127
C -3.7860 0.7805 0.8003  -0.115
O -4.4113 -0.0953 -0.1060  -0.030
C -5.7712 -0.0177 -0.2629  -0.213
C -6.5899 0.8806 0.4006  0.017
C -7.9651 0.8872 0.1816  -0.281
C -8.5044 -0.0181 -0.7150  -0.054
C -7.6845 -0.9149 -1.3821  -0.038
C -6.3189 -0.9346 -1.1732  -0.208
C -5.4155 -1.8945 -1.8815  -0.034
H -4.8943 -2.5211 -1.1594  0.085
H -5.9797 -2.5271 -2.5612  0.077
H -4.6577 -1.3507 -2.4435  0.086
H -8.1184 -1.6154 -2.0810  0.111
H -9.5687 -0.0265 -0.8977  0.106
C -8.8273 1.8636 0.9238  -0.052
H -8.8192 1.6403 1.9905  0.083
H -9.8543 1.8195 0.5711  0.073
H -8.4565 2.8792 0.7935  0.080
H -6.1788 1.5940 1.0989  0.111
H -3.8940 1.8286 0.4873  0.146
H -4.2124 0.6631 1.8091  0.146
C 3.0598 -2.0900 0.7004  -0.130
C 4.1988 -1.3656 1.4149  -0.133
H 5.0237 -2.0628 1.5716  0.119
H 3.8483 -1.0286 2.3928  0.129
H 2.6811 -2.9165 1.3040  0.120
H 3.4097 -2.4766 -0.2636  0.133
H 1.4750 0.6031 -0.5056  0.099
H 2.6928 -0.4186 -1.3164  0.133
H 5.0443 -0.5149 -0.3684  0.133
H 6.5212 -0.1498 1.6748  0.114
H 7.2236 2.1586 1.0887  0.113
H 5.8141 2.3277 0.0396  0.110
H 8.0608 1.7270 -1.0603  0.122
H 7.8565 0.1046 -0.3580  0.127
H 6.3584 -0.0960 -3.6154  0.088
H 7.8492 0.8225 -3.2736  0.088
H 7.6367 -0.8110 -2.5951  0.090

Properties
LUMO ... 0.80 eV
HOMO-LUMO gap ... 9.3 eV
Energy relative to the best compared isomer or geometry (same formula, charge and spin) ... 3.285 eV
2S+1 ... 1
Charge ... 0
SMILES ... COCCCC1CCN(C(=O)c2cc(COc3cc(C)ccc3C)on2)CC1

[3]
DFT (ωB97M-V with the def2-TZVPD basis set) results for C22H30N2O6PtS3 as an isolated structure in a non-equilibrium geometry.

Last column: Löwdin charge in e.
Cartesian coordinates (Å):
Pt 0.0226 1.3739 0.1675  1.143
C -3.4149 1.5513 1.8740  -0.007
C -2.1155 2.2417 1.5665  -0.206
C -0.9780 2.0409 2.4324  -0.182
C -1.1343 1.1913 3.6581  -0.013
C 0.2315 2.7449 2.2175  -0.220
C 1.2819 2.8243 3.2948  -0.006
C 0.3950 3.4529 1.0122  -0.274
C 1.6575 4.2189 0.7291  -0.002
C -0.7290 3.6182 0.1346  -0.213
C -0.5658 4.4446 -1.1046  0.001
C -2.0209 3.1177 0.5042  -0.202
C -3.2431 3.5450 -0.2583  -0.006
H -3.9210 2.0411 2.7110  0.117
H -3.2491 0.5155 2.1651  0.080
H -4.0864 1.5514 1.0223  0.088
H -1.6998 1.7395 4.4171  0.126
H -0.1768 0.9084 4.0848  0.086
H -1.6925 0.2821 3.4439  0.070
H 2.0164 2.0196 3.2129  0.110
H 0.8246 2.7626 4.2792  0.091
H 1.8166 3.7674 3.2442  0.089
H 1.4796 5.2827 0.9064  0.120
H 1.9609 4.1090 -0.3098  0.090
H 2.4865 3.8977 1.3490  0.086
H -0.4990 5.5026 -0.8367  0.123
H -1.3915 4.3097 -1.7949  0.090
H 0.3510 4.1813 -1.6293  0.094
H -3.4170 2.8838 -1.1128  0.108
H -3.1323 4.5563 -0.6412  0.093
H -4.1283 3.5222 0.3702  0.091
O 1.5380 1.3542 -1.4722  -0.343
S 2.0035 -0.0257 -1.1736  0.534
O 3.3892 -0.2841 -1.3455  -0.227
O 1.5324 -0.2995 0.2286  -0.457
C 1.1349 -1.1663 -2.2747  -0.206
C 1.9770 -1.9454 -3.0549  -0.036
C 1.4617 -2.8861 -3.9429  -0.035
C 0.0971 -3.0557 -4.0669  -0.028
C -0.7681 -2.2626 -3.3220  -0.043
C -0.2626 -1.3224 -2.4333  -0.255
S -1.4994 -0.4317 -1.5359  0.607
O -2.7839 -0.9321 -1.8792  -0.215
O -1.3227 1.0033 -1.7275  -0.293
O -1.1488 -0.6940 -0.0103  -0.616
H 3.0433 -1.7942 -2.9591  0.123
H 2.1398 -3.4788 -4.5433  0.131
H -0.3073 -3.7927 -4.7479  0.130
H -1.8412 -2.3402 -3.4335  0.126
S -0.4998 -1.9465 1.3980  1.200
C 0.4821 -3.1760 0.6405  -0.614
N 1.5764 -3.5381 1.2770  0.085
C 2.4103 -4.6804 0.8648  -0.106
C 1.5906 -5.6209 -0.0005  -0.127
C 0.9123 -4.8206 -1.1027  -0.113
N 0.1194 -3.7459 -0.4847  0.089
H 1.8438 -3.0171 2.1001  0.160
H 2.7720 -5.1804 1.7605  0.142
H 3.2752 -4.3015 0.3179  0.144
H 0.8377 -6.1289 0.6046  0.135
H 2.2390 -6.3808 -0.4308  0.138
H 0.2390 -5.4444 -1.6855  0.144
H 1.6512 -4.3875 -1.7766  0.116
H -0.7606 -3.4752 -0.8979  0.145

Properties
LUMO (spin up / spin down) ... -9.15 / -9.15 eV
HOMO-LUMO gap (spin up / spin down) ... 4.3 / 4.3 eV
Energy relative to the best compared isomer or geometry (same formula, charge and spin) ... 4.083 eV
2S+1 ... 1
Charge ... +2

[4]
DFT (ωB97M-V with the def2-TZVPD basis set) results for one molecule with the formula C22H30N4O.

Last column: Löwdin charge in e.
Cartesian coordinates (Å):
C 1.5722 -7.0390 -2.0332  -0.055
C 1.4546 -5.5598 -1.8253  -0.287
C 0.2325 -4.9136 -1.9494  -0.036
C 0.1186 -3.5532 -1.7295  -0.023
C 1.2211 -2.7925 -1.3641  -0.167
C 2.4520 -3.4336 -1.2767  -0.040
C 2.5649 -4.7937 -1.4971  -0.045
H 3.5342 -5.2660 -1.4192  0.110
H 3.3467 -2.8712 -1.0511  0.105
C 1.1089 -1.2926 -1.1400  -0.248
N -0.2628 -0.8497 -1.2960  -0.138
C -1.1445 -1.0508 -0.1587  -0.162
C -2.5894 -0.9207 -0.6328  -0.185
N -2.8055 0.3991 -1.1941  -0.228
C -4.1833 0.6035 -1.5782  -0.106
H -4.8187 0.4758 -0.7030  0.083
H -4.3029 1.6204 -1.9500  0.082
H -4.5179 -0.0977 -2.3606  0.087
C -1.8966 0.6134 -2.3020  -0.191
C -0.4553 0.4868 -1.8135  -0.169
H 0.2260 0.6540 -2.6525  0.123
H -0.2847 1.2634 -1.0492  0.117
H -2.0623 1.6177 -2.7004  0.120
H -2.0650 -0.1194 -3.1130  0.127
H -3.2633 -1.0510 0.2169  0.123
H -2.8073 -1.7105 -1.3766  0.121
H -0.9808 -2.0483 0.2527  0.128
H -0.9754 -0.3060 0.6327  0.113
C 1.7769 -0.8866 0.1998  -0.117
N 1.9638 0.5397 0.3135  0.072
C 1.2817 1.2944 1.2264  -0.544
O 0.5544 0.8031 2.0624  0.059
N 1.5287 2.6415 1.0856  0.133
C 1.0497 3.7026 1.8591  -0.221
C 1.5179 4.9813 1.5655  -0.045
C 1.0721 6.0649 2.2977  -0.090
C 0.1617 5.8880 3.3231  -0.066
C -0.3143 4.6170 3.6249  -0.273
C 0.1317 3.5302 2.8891  0.025
H -0.2267 2.5393 3.1118  0.102
C -1.3081 4.4277 4.7307  -0.049
H -1.4849 3.3717 4.9152  0.075
H -2.2560 4.8974 4.4686  0.083
H -0.9503 4.8912 5.6489  0.080
H -0.1822 6.7385 3.8934  0.108
H 1.4406 7.0536 2.0654  0.101
H 2.2316 5.1238 0.7649  0.104
H 2.1837 2.9173 0.3677  0.137
H 2.4971 0.9863 -0.4152  0.139
H 1.1576 -1.1925 1.0434  0.124
H 2.7497 -1.3779 0.2883  0.111
H 1.6848 -0.8119 -1.9458  0.150
H -0.8339 -3.0681 -1.8616  0.098
H -0.6437 -5.4821 -2.2283  0.111
H 0.8297 -7.3911 -2.7457  0.075
H 2.5633 -7.3032 -2.3949  0.075
H 1.4076 -7.5611 -1.0899  0.083

Properties
LUMO ... 0.55 eV
HOMO-LUMO gap ... 8.7 eV
Energy relative to the best compared isomer or geometry (same formula, charge and spin) ... 1.216 eV
2S+1 ... 1
Charge ... 0
SMILES ... Cc1ccc([C@H](CNC(=O)Nc2cccc(C)c2)N2CCN(C)CC2)cc1

Number 3 is which compound? C22H30N2O6PtS3

Look up the 2S+1 of the second one. 1